(1)
C13H28N2O4S | ωB97M-V/def2-TZVPD

Structure (XYZ):
```
48
Properties=species:S:1:pos:R:3:forces:R:3:nbo_charge:R:1
O 0.014 2.424 0.993 -0.14 1.70 2.98 -0.631
O -3.846 -0.528 -3.232 1.16 2.18 1.52 -0.974
O -1.502 0.045 -2.944 0.42 1.26 -0.27 -1.050
O -2.746 -0.675 -1.071 -0.16 0.21 1.24 -1.085
C 0.005 1.897 -0.067 -1.25 -0.78 -2.24 0.697
N -1.052 1.950 -0.963 2.70 -0.58 1.50 -0.674
C 4.747 -1.518 2.088 -0.25 0.19 0.35 -0.612
C -2.440 3.901 -0.923 -0.25 0.03 -0.29 -0.608
C -3.023 2.038 0.671 1.25 0.22 -0.87 -0.629
C 1.192 1.042 -0.478 -1.87 -0.91 -1.09 -0.511
C 3.940 -2.692 1.530 0.33 -0.25 -0.33 -0.395
C 2.860 -2.319 0.530 -0.31 1.22 -0.82 -0.417
C -2.396 2.379 -0.737 -1.55 0.82 0.44 0.132
C -0.614 -0.768 1.278 -0.43 1.01 1.11 -0.464
C -0.155 -2.533 -0.222 -0.07 -0.90 -0.28 -0.435
C 0.732 -0.426 -0.765 0.03 2.15 -0.20 -0.258
C 1.649 -1.656 1.227 1.44 0.36 -0.14 -0.214
C -3.256 1.750 -1.857 -0.60 -0.08 -0.23 -0.694
N 0.452 -1.329 0.393 -0.43 0.01 0.28 -0.206
S -2.834 0.080 -2.320 -1.25 -4.05 -1.93 2.384
H -0.883 1.398 -1.778 -0.25 -0.36 -0.83 0.431
H 5.400 -1.927 2.880 -0.18 0.56 -0.31 0.224
H 5.366 -0.993 1.327 -0.40 -0.52 0.38 0.214
H 4.059 -0.763 2.523 0.57 -0.35 -0.01 0.198
H -3.483 4.252 -1.028 0.49 0.00 0.31 0.208
H -1.905 4.154 -1.842 -0.10 0.04 0.00 0.209
H -1.910 4.373 -0.095 -0.25 0.15 0.04 0.222
H -2.412 2.466 1.467 0.02 -0.09 -0.08 0.229
H -3.063 0.969 0.754 -0.16 -0.56 0.23 0.225
H -4.022 2.444 0.763 -0.23 0.12 -0.26 0.214
H 1.561 1.501 -1.392 0.19 -0.46 -0.41 0.250
H 1.967 1.099 0.229 0.81 0.21 1.11 0.225
H 3.464 -3.275 2.331 0.28 0.15 0.03 0.199
H 4.633 -3.370 1.010 -0.20 0.07 0.24 0.217
H 3.303 -1.628 -0.241 -0.46 -0.54 0.66 0.208
H 2.545 -3.203 0.005 -0.19 -0.46 -0.27 0.215
H -0.873 -1.471 2.085 0.33 0.00 -0.48 0.219
H -0.306 0.186 1.757 0.18 -0.69 -0.43 0.249
H -1.514 -0.564 0.694 0.20 -0.17 -0.26 0.293
H -0.292 -3.331 0.524 -0.23 0.53 -0.12 0.217
H 0.455 -2.943 -1.017 0.49 0.15 -0.03 0.222
H -1.060 -2.179 -0.708 -0.47 -0.26 0.25 0.291
H -0.131 -0.379 -1.444 -0.04 -0.40 0.43 0.311
H 1.514 -0.865 -1.299 1.19 -1.06 -0.86 0.212
H 2.033 -0.728 1.664 -0.51 -0.01 -0.02 0.225
H 1.331 -2.292 2.045 -0.33 -0.11 0.05 0.218
H -4.317 1.698 -1.555 0.48 0.10 -0.16 0.256
H -3.185 2.310 -2.791 -0.01 0.14 0.06 0.241
```
Positions in Å, forces in eV/Å.

As for the orbital gap: 8.7 eV. Its spin multiplicity is 1. As for the SMILES: CCCC[N+](C)(C)CCC(=O)NC(C)(C)CS(=O)(=O)[O-]. For the highest occupied orbital energy, the calculation gives -8.508 eV. As for the relative energy (zero: lowest compared OMol25 entry of this formula, charge and spin): 0.650 eV. The total energy is -1320.78262 Ha.

(2)
C13H28N2O7S | ωB97M-V/def2-TZVPD

Structure (XYZ):
```
51
Properties=species:S:1:pos:R:3:forces:R:3:nbo_charge:R:1
O -3.175 -1.038 2.592 0.06 -0.34 0.19 -0.631
O -2.979 4.016 3.408 -0.02 -0.30 -0.31 -0.615
O 5.861 -1.528 -2.129 -0.03 0.10 -0.01 -0.746
O 0.923 -5.290 -1.095 -0.09 0.11 -0.08 -0.732
O 3.368 -0.393 -0.789 -0.18 -0.38 -0.15 -0.727
O 1.329 -2.679 -0.158 0.33 -0.07 0.03 -0.746
O 4.428 -2.390 0.452 -0.02 -0.02 -0.33 -0.723
S -0.808 2.122 -1.947 0.02 0.01 -0.16 0.195
C -3.221 0.133 2.254 -1.11 -1.22 -0.34 0.671
C -2.937 3.397 2.352 0.02 0.24 1.11 0.655
N -3.779 3.677 1.348 -0.32 -0.08 -1.07 -0.607
N -2.177 0.923 2.519 0.63 1.66 0.04 -0.611
C 0.514 0.907 -1.697 -0.19 0.07 0.38 -0.742
C -4.465 0.638 1.555 0.11 -0.03 0.27 -0.711
C -4.827 4.694 1.414 0.36 -0.08 0.39 -0.414
C 4.547 -1.365 -2.684 0.20 0.28 0.08 -0.077
C 2.094 -4.553 -1.463 0.21 -0.38 0.71 -0.085
C -1.760 1.891 -0.424 0.43 -0.18 0.48 -0.528
C 3.460 -1.557 -1.622 0.29 0.21 0.28 0.048
C 2.451 -3.557 -0.355 -0.28 -0.01 -0.42 0.057
C 3.736 -2.797 -0.734 0.03 0.35 0.36 0.054
C -1.061 2.414 0.837 -0.35 0.04 -0.44 -0.422
C -1.848 2.320 2.159 0.54 -0.39 -0.16 -0.129
H 6.541 -1.272 -2.776 -0.60 -0.12 0.35 0.482
H 1.108 -5.891 -0.351 0.15 0.44 -0.48 0.474
H 2.911 -0.666 0.033 0.32 0.13 -0.57 0.491
H 0.510 -3.211 -0.140 0.65 0.11 -0.04 0.494
H 5.122 -1.755 0.181 -0.45 -0.45 0.10 0.493
H -3.691 3.150 0.495 -0.17 0.20 0.30 0.391
H -1.466 0.438 3.043 0.02 0.01 -0.01 0.413
H 1.150 0.874 -2.582 -0.13 0.13 0.03 0.236
H 0.087 -0.082 -1.528 0.04 -0.02 -0.03 0.219
H 1.126 1.188 -0.840 0.06 -0.08 -0.15 0.220
H -5.162 -0.193 1.455 0.24 0.00 0.06 0.249
H -4.221 1.007 0.565 -0.11 0.23 -0.11 0.209
H -4.934 1.408 2.163 -0.04 0.21 -0.18 0.233
H -5.396 4.713 0.483 0.19 -0.13 0.08 0.207
H -5.501 4.476 2.246 0.03 0.08 -0.06 0.212
H -4.376 5.675 1.581 -0.12 -0.05 0.02 0.213
H 4.405 -2.098 -3.485 -0.16 -0.07 0.07 0.165
H 4.447 -0.367 -3.124 -0.09 -0.01 0.09 0.182
H 2.926 -5.244 -1.634 0.04 0.10 -0.01 0.171
H 1.906 -4.014 -2.398 -0.30 -0.18 0.15 0.185
H -2.702 2.414 -0.566 0.08 -0.11 -0.49 0.188
H -1.971 0.828 -0.304 -0.13 -0.05 -0.07 0.218
H 2.509 -1.685 -2.150 0.03 -0.09 -0.07 0.183
H 2.645 -4.116 0.567 0.10 0.05 0.04 0.177
H 4.389 -3.487 -1.280 -0.15 -0.07 -0.09 0.181
H -0.790 3.458 0.674 0.07 0.06 0.04 0.222
H -0.134 1.855 0.966 0.04 0.01 0.07 0.215
H -1.112 2.610 2.910 -0.25 0.08 0.11 0.241
```
Positions in Å, forces in eV/Å.

As for the orbital gap: 9.2 eV. Its spin multiplicity is 1. As for the SMILES: CNC(=O)[C@H](CCSC)NC(C)=O.OC[C@H](O)C(O)[C@@H](O)CO. For the highest occupied orbital energy, the calculation gives -8.703 eV. As for the relative energy (zero: lowest compared OMol25 entry of this formula, charge and spin): 0.223 eV. The total energy is -1546.51122 Ha.

(3)
C13H28N4O7Ti | ωB97M-V/def2-TZVPD

Structure (XYZ):
```
53
Properties=species:S:1:pos:R:3:forces:R:3:nbo_charge:R:1
Ti 0.066 -1.084 -1.000 -0.03 -0.03 -0.04 0.003
C -3.282 -4.877 -3.760 0.19 1.89 -9.21 0.812
O -4.224 -4.393 -4.372 -10.07 2.68 2.54 -0.659
O -2.926 -5.854 -4.423 2.08 -10.23 1.46 -0.588
O -2.351 -4.106 -3.991 7.79 5.67 5.22 -0.566
C -3.630 -3.881 4.772 -1.00 -0.58 -0.21 -0.694
C -4.486 -3.440 3.605 1.82 -0.10 -0.11 0.658
O -3.941 -2.757 2.772 -0.43 0.97 -1.11 -0.617
N -5.735 -3.905 3.512 -2.28 -0.72 -0.73 -0.618
C -6.640 -3.698 2.320 1.63 0.70 0.76 -0.420
H -4.037 -4.853 5.049 0.30 -0.02 0.82 0.194
H -3.712 -3.117 5.545 0.18 -0.32 0.22 0.226
H -2.609 -4.012 4.412 -0.16 0.24 0.13 0.247
H -6.068 -4.588 4.178 0.29 0.26 -0.05 0.385
H -6.913 -2.644 2.282 -0.52 -0.10 0.24 0.205
H -7.488 -4.380 2.383 0.16 0.22 -0.01 0.202
H -6.069 -3.811 1.398 0.01 -0.53 0.06 0.232
C -3.343 5.099 -0.125 0.81 -0.01 -0.32 -0.709
C -2.294 5.127 -1.227 0.59 -1.01 0.05 0.665
O -1.603 4.174 -1.521 -0.14 -0.79 0.18 -0.612
N -2.099 6.269 -1.884 -1.33 2.26 0.42 -0.614
C -1.232 6.489 -2.983 1.09 0.48 -0.50 -0.405
H -3.191 4.135 0.361 -0.43 0.12 0.02 0.253
H -4.338 5.229 -0.549 -0.01 -0.15 0.17 0.228
H -3.126 5.900 0.581 -0.19 0.04 0.09 0.213
H -2.562 7.105 -1.557 -0.17 -0.36 0.04 0.378
H -0.229 6.101 -2.807 -0.12 -0.38 -0.05 0.215
H -1.097 7.568 -3.058 -0.07 0.06 -0.17 0.189
H -1.613 6.139 -3.942 -0.02 -0.26 0.08 0.198
C 2.519 1.293 5.113 0.32 -0.67 -0.44 -0.712
C 3.038 -0.138 4.887 -0.41 -1.64 -1.34 0.665
O 2.669 -0.841 3.949 -0.22 0.96 0.44 -0.615
N 3.877 -0.702 5.798 0.10 1.41 1.00 -0.622
C 4.247 -2.096 5.973 0.38 0.42 -0.23 -0.410
H 1.936 1.288 6.034 0.12 0.29 0.03 0.225
H 1.881 1.557 4.269 -0.07 -0.29 0.11 0.252
H 3.309 2.044 5.111 0.14 -0.12 0.42 0.221
H 4.293 -0.062 6.460 -0.15 -0.17 0.07 0.373
H 3.742 -2.769 5.280 -0.13 0.37 0.07 0.242
H 4.052 -2.369 7.010 -0.12 -0.23 -0.07 0.190
H 5.322 -2.163 5.806 0.07 -0.35 -0.05 0.190
C 6.203 -0.937 -4.928 0.26 -0.12 -0.56 -0.700
C 4.890 -0.272 -5.340 0.26 -1.15 2.45 0.662
O 3.893 -0.350 -4.671 -1.14 -0.36 0.73 -0.610
N 4.918 0.396 -6.467 1.78 1.26 -2.70 -0.603
C 3.848 1.108 -7.099 -0.94 0.05 0.35 -0.419
H 6.407 -1.073 -3.866 -0.47 0.74 0.05 0.241
H 7.002 -0.380 -5.418 0.39 -0.24 0.22 0.191
H 6.233 -1.969 -5.276 -0.15 0.04 -0.49 0.234
H 5.827 0.634 -6.838 -0.11 -0.40 0.04 0.377
H 3.355 0.537 -7.886 0.25 -0.11 -0.20 0.197
H 4.251 2.037 -7.504 -0.26 0.02 0.01 0.192
H 3.059 1.291 -6.370 0.14 0.28 0.10 0.237
```
Positions in Å, forces in eV/Å.

As for the charge: -1. As for the orbital gap (alpha / beta): 5.5 / 5.1 eV. Its spin multiplicity is 4. For the highest occupied orbital energy (alpha / beta), the calculation gives -3.312 / -2.880 eV. As for the expectation value of S²: 3.76. The total energy is -2106.98760 Ha.

(4)
C13H28O11V | ωB97M-V/def2-TZVPD

Structure (XYZ):
```
53
Properties=species:S:1:pos:R:3:forces:R:3:nbo_charge:R:1
V 1.660 -9.259 10.203 0.46 -1.22 2.60 1.481
C 1.397 -8.725 14.606 -0.53 0.42 1.16 -0.637
C 0.530 -8.803 13.339 0.20 0.93 -0.92 -0.014
O 1.069 -9.506 12.298 0.45 -0.33 -1.47 -0.961
H 2.054 -9.565 14.829 0.10 -0.07 -0.64 0.219
H 0.789 -8.649 15.520 -0.37 -0.14 -0.20 0.193
H 1.942 -7.779 14.680 0.47 -0.23 -0.44 0.183
H 0.377 -7.753 13.002 -0.07 0.26 0.30 0.092
H -0.511 -9.098 13.576 0.08 -0.48 0.29 0.106
C 4.354 -12.892 10.615 -0.45 -0.21 0.84 -0.627
C 3.999 -11.797 9.617 0.40 0.11 -0.19 -0.018
O 3.088 -10.913 10.152 -1.29 1.31 -0.48 -0.984
H 5.176 -13.567 10.371 0.06 0.18 -0.41 0.191
H 3.469 -13.510 10.795 -0.02 -0.04 -0.15 0.197
H 4.565 -12.469 11.601 0.15 0.24 -0.12 0.203
H 3.707 -12.304 8.682 -0.57 0.01 -0.06 0.115
H 4.918 -11.285 9.284 0.30 0.17 0.24 0.101
C 2.842 -5.675 12.326 -0.96 0.82 0.79 -0.270
O 4.101 -5.961 11.747 0.31 0.45 0.49 -0.473
C 4.214 -7.029 11.003 0.78 -0.21 -1.02 1.026
O 3.332 -7.794 10.727 -1.24 -0.89 -0.20 -0.692
O 5.440 -7.104 10.506 0.22 0.33 0.79 -0.494
C 5.897 -8.371 9.985 -0.95 -0.12 0.27 -0.264
H 3.008 -5.065 13.214 0.45 -0.17 0.00 0.202
H 2.247 -6.528 12.647 0.31 -0.33 -0.41 0.224
H 2.250 -5.020 11.687 0.00 -0.29 -0.41 0.175
H 5.475 -9.207 10.547 -0.02 0.12 0.16 0.223
H 6.971 -8.334 10.118 0.04 -0.08 -0.50 0.204
H 5.503 -8.472 8.976 0.56 -0.03 -0.21 0.193
C 1.304 -4.899 8.921 0.18 0.04 0.37 -0.262
O -0.022 -5.098 9.419 -0.03 0.48 -0.45 -0.486
C -0.368 -6.251 9.950 0.76 0.02 0.61 1.020
O 0.313 -7.248 10.021 0.30 -0.35 -0.27 -0.681
O -1.557 -6.090 10.481 -0.33 -0.26 0.25 -0.470
C -2.130 -7.218 11.121 -1.78 -0.50 1.06 -0.278
H 1.928 -5.767 9.124 -0.05 -0.06 -0.21 0.207
H 1.707 -4.044 9.463 0.01 0.01 -0.03 0.195
H 1.257 -4.642 7.866 -0.05 -0.23 -0.04 0.200
H -1.913 -7.378 12.182 1.23 0.37 -0.22 0.207
H -2.004 -8.160 10.603 0.27 0.18 -0.32 0.198
H -3.194 -6.992 11.236 -0.03 0.05 -0.75 0.199
C -1.882 -10.927 11.655 1.27 -0.05 0.30 -0.277
O -2.264 -11.075 10.278 -0.51 0.38 0.25 -0.473
C -1.481 -10.531 9.378 0.84 -1.64 -0.47 1.024
O -0.471 -9.895 9.581 0.32 0.54 -0.04 -0.707
O -1.866 -10.974 8.192 -0.75 0.30 -0.21 -0.488
C -1.213 -10.508 6.990 -0.09 -0.59 1.00 -0.254
H -2.431 -11.664 12.230 -0.33 0.20 -0.12 0.204
H -1.990 -9.905 12.012 -0.46 -0.05 -0.05 0.188
H -0.812 -11.127 11.767 -0.02 -0.02 -0.08 0.237
H -0.293 -11.084 6.896 0.20 0.36 -0.15 0.200
H -1.055 -9.437 7.084 0.14 -0.01 -0.38 0.195
H -1.901 -10.807 6.206 0.06 0.35 -0.14 0.207
```
Positions in Å, forces in eV/Å.

As for the orbital gap (alpha / beta): 7.2 / 7.5 eV. Its spin multiplicity is 4. For the highest occupied orbital energy (alpha / beta), the calculation gives -7.013 / -7.455 eV. As for the expectation value of S²: 3.76. The total energy is -2283.72449 Ha.